1.
DFT (ωB97M-V/def2-TZVPD) results for the molecule C2H3PS2.

The geometry in ORCA input format:
```
! wB97M-V def2-TZVPD RIJCOSX def2/J DEFGRID3
* xyz 0 1
C 1.15191 0.13574 -0.13157
C 0.72695 -1.04543 0.16040
P -1.73928 1.05191 -0.26755
S 0.22847 1.56611 -0.70973
S -1.84392 -0.92234 -0.80290
H 2.12403 0.33695 -0.19396
H 0.90253 -1.95113 0.69206
H -1.55068 0.82820 1.25325
*
```

Calculated values
LUMO level (alpha / beta) = -0.0427 / -0.0621 Ha
Kohn-Sham gap (alpha / beta) = 0.289 / 0.269 hartree
relative energy (zero: lowest compared OMol25 entry of this formula, charge and spin) = 52.5 kcal/mol

2.
DFT (ωB97M-V/def2-TZVPD) results for a structure of composition C27H34NO7Zr.

The geometry in ORCA input format:
```
! wB97M-V def2-TZVPD RIJCOSX def2/J DEFGRID3
* xyz -1 1
C 3.45171 -2.55628 0.34964
C 2.97028 -1.13557 -0.03314
C 2.37537 -3.12304 1.29567
C 1.87904 -1.88235 2.04793
H 2.83353 -3.87580 1.94841
H 1.57580 -3.57198 0.69447
C 2.39317 -0.61431 1.27433
H 2.18283 -1.24007 -0.79392
H 3.79468 -0.51415 -0.40931
C 1.19602 0.34266 1.19447
H 3.20094 -0.13019 1.84731
H 2.31981 -1.87520 3.05868
C 0.33916 -1.61672 2.15695
C 3.76547 -3.42845 -0.84893
C 4.81530 -2.52264 1.06589
O 5.14375 -3.31574 1.92875
O 3.32925 -3.21910 -1.96866
O 4.59664 -4.44786 -0.56906
O 5.60726 -1.52347 0.59797
C 6.68311 -1.76519 -0.33951
H 6.52253 -1.10007 -1.19616
H 6.70359 -2.81211 -0.66663
H 7.60010 -1.50669 0.19449
C 4.75944 -5.32661 -1.68394
H 3.77572 -5.57768 -2.09428
H 5.27071 -6.21167 -1.30574
H 5.35099 -4.83596 -2.46702
O 0.15588 -0.17476 2.05705
H 0.80491 0.46043 0.15869
H 1.45569 1.34670 1.56573
C -0.18564 -2.10156 3.50475
C -0.46566 -2.27230 1.02855
H -0.50605 -3.36149 1.15092
H -0.04407 -2.03761 0.04272
H -1.49393 -1.89078 1.05956
H -1.26920 -1.95007 3.57494
H 0.30615 -1.57054 4.32904
H 0.02422 -3.17577 3.60251
Zr -2.21145 2.41863 -0.95289
C -2.48865 4.63275 0.05578
C -1.55294 3.90293 0.86700
C -0.38086 3.66209 0.07036
H -1.66400 3.68032 1.92661
C -0.59798 4.25465 -1.21914
C -1.91541 4.81942 -1.23939
H -2.35755 5.41137 -2.03898
H -3.39573 5.11049 0.40480
H 0.55945 3.24616 0.42799
H 0.15552 4.36148 -1.99682
C -3.54617 1.17760 -2.61917
C -3.48118 2.55716 -3.01138
C -2.12666 2.84065 -3.37407
H -4.32546 3.22511 -3.14238
C -1.34356 1.66123 -3.14821
C -2.21929 0.63490 -2.65542
H -1.94213 -0.40148 -2.45796
H -4.46267 0.61196 -2.47010
H -1.79260 3.73694 -3.89118
H -0.30617 1.52371 -3.44002
O -3.50386 0.54931 1.04059
C -4.41602 1.35853 0.78891
C -5.87758 1.36649 1.23984
C -6.49767 2.56626 0.53145
C -5.37639 3.17095 -0.30725
O -5.44975 4.10683 -1.09376
N -4.21761 2.43623 -0.04907
H -6.36347 0.42109 0.96404
H -5.93256 1.45976 2.33230
H -7.32472 2.28912 -0.13485
H -6.86340 3.32139 1.23922
*
```

Calculated values
LUMO level = 0.0782 Ha
Kohn-Sham gap = 0.107 hartree

3.
DFT (ωB97M-V/def2-TZVPD) results for a structure of composition C22H24B2CoF4N7OS2.

The geometry in ORCA input format:
```
! wB97M-V def2-TZVPD RIJCOSX def2/J DEFGRID3
* xyz -1 4
Co 0.53405 0.43747 -0.10837
C 2.69849 -3.44535 -0.07762
C 2.11259 -2.38693 0.63014
N 1.39147 -1.62865 -0.18389
N 1.51429 -2.15467 -1.41602
C 2.29554 -3.24843 -1.38193
B 0.88996 -1.46580 -2.63876
N 1.63872 -0.12138 -2.80936
C 2.32729 0.35235 -3.86257
C 2.88125 1.56595 -3.50235
C 2.46465 1.76036 -2.17899
N 1.72220 0.73828 -1.78393
N -0.60221 -1.21186 -2.31698
C -1.69851 -1.57117 -3.00817
C -2.81080 -1.19266 -2.28146
C -2.28828 -0.59040 -1.12864
N -0.96326 -0.61864 -1.16639
H 3.34516 -4.21657 0.30341
H 2.20305 -2.14851 1.67732
H 2.50534 -3.80165 -2.28264
H 0.99735 -2.14027 -3.62304
H 2.39862 -0.20909 -4.77944
H 3.49143 2.21751 -4.10350
H 2.66139 2.57975 -1.50633
H -1.61507 -2.08477 -3.95202
H -3.84524 -1.33152 -2.54425
H -2.79288 -0.15401 -0.27964
S -0.93507 4.35548 1.77845
C -0.11365 3.41089 2.94588
C 0.32637 2.23160 2.43840
C 0.01522 2.01519 1.05839
C -0.67192 3.10822 0.56512
C -1.16749 3.30751 -0.78059
C -1.95143 4.40873 -1.16221
C -2.37084 4.52453 -2.47050
C -2.00492 3.54680 -3.38847
C -1.22712 2.49729 -2.93039
N -0.82281 2.37514 -1.67445
H 0.01038 3.80203 3.94511
H 0.87702 1.52601 3.04581
H -2.21632 5.15583 -0.42517
H -2.97783 5.36836 -2.77595
H -2.30753 3.59792 -4.42562
H -0.91270 1.71231 -3.61267
F 4.10215 -0.74357 2.37590
B 3.00859 0.10040 2.59295
F 2.42550 0.44626 1.32723
F 3.39186 1.26373 3.25970
F 2.01265 -0.58867 3.33761
O -2.44855 -0.26643 2.14803
S -1.07401 -0.78777 2.37570
C -1.03240 -1.26531 4.16872
C -1.33149 -2.76112 4.29181
C -2.00254 -3.18950 2.98783
C -1.14051 -2.56119 1.91055
H -1.79059 -0.63443 4.62815
H -0.04714 -0.98754 4.54385
H -1.95309 -2.97794 5.16244
H -0.39621 -3.31451 4.40380
H -3.00754 -2.76472 2.92252
H -2.07717 -4.27474 2.89371
H -1.53037 -2.63404 0.89734
H -0.11505 -2.93213 1.94640
*
```

Calculated values
LUMO level (alpha / beta) = 0.0952 / 0.0952 Ha
Kohn-Sham gap (alpha / beta) = 0.280 / 0.279 hartree
<S²> = 3.758

Number 1: E -1215.6175 Ha. Number 2: E -1677.7834 Ha. Number 3: E -3940.0020 Ha.